A cluster of 13 separate species, C42H118N8O18 in total. Source: the Open Molecules 2025 dataset; level of theory: ωB97M-V/def2-TZVPD.

Structure (XYZ):
```
186
Properties=species:S:1:pos:R:3:mulliken_charge:R:1
C -2.90136 2.49237 0.11820 0.163
C -2.66328 1.71233 1.41727 2.483
O -3.73192 2.02797 2.35042 -0.732
O -4.09500 2.36089 -0.51891 -0.636
H -2.02385 2.17289 -0.47941 -0.229
H -2.74945 3.57972 0.35846 0.323
H -1.74415 2.08315 1.84732 -1.369
H -2.53268 0.65877 1.27449 -0.729
H -4.53152 1.82433 1.83069 0.441
H -4.14914 1.39472 -0.79877 0.292
C 6.04395 -1.26247 3.27067 -0.494
C 4.86564 -0.40523 3.24784 1.090
O 5.11091 0.89125 3.68295 -0.512
O 6.93413 -1.01188 4.40299 -0.577
H 6.66136 -0.90893 2.44043 0.281
H 5.79303 -2.32990 3.17561 0.303
H 4.09254 -0.84333 3.88965 -0.502
H 4.45074 -0.36961 2.24772 -0.273
H 5.92474 0.96338 4.24066 0.390
H 6.47406 -1.40814 5.18622 0.348
C 0.45400 -1.81514 -5.27724 -0.401
C 0.87108 -3.11423 -4.61928 -0.695
O 0.92954 -3.00894 -3.14700 -0.541
O -0.80191 -1.59805 -4.66988 -0.089
H 0.43811 -1.88372 -6.41722 0.348
H 1.11522 -1.01258 -5.00038 0.301
H 1.89219 -3.39283 -4.85850 0.482
H 0.14935 -3.91228 -4.85236 0.351
H -0.02083 -2.61289 -2.96997 0.060
H -1.14081 -0.65291 -4.80928 0.008
C 3.69173 -2.70971 -1.34589 0.352
C 4.82549 -2.10846 -0.54387 -0.846
O 4.53978 -0.75925 -0.13922 -0.470
O 3.37040 -1.96767 -2.47589 -0.588
H 2.90172 -2.93782 -0.59016 -0.355
H 4.04849 -3.69182 -1.64186 0.616
H 5.77054 -2.17229 -1.05375 0.439
H 5.04257 -2.67158 0.39537 0.029
H 3.64979 -0.54098 -0.29160 0.375
H 2.50954 -2.29565 -2.80766 0.375
C -3.45687 -1.85618 2.80018 0.512
C -3.65860 -2.40079 4.20129 -0.581
O -2.86477 -3.58055 4.38280 -0.623
O -3.74482 -2.88986 1.87479 -0.355
H -2.45529 -1.52181 2.64470 -0.414
H -4.10667 -1.00583 2.51968 0.252
H -4.71121 -2.83336 4.09823 0.417
H -3.51155 -1.60796 4.96382 0.158
H -1.96620 -3.30934 4.33840 0.198
H -3.42142 -3.70981 2.24296 0.330
C -6.82134 -0.02482 -2.00735 -1.455
C -5.74936 -0.81807 -1.19225 0.539
C -5.68612 -2.28335 -1.57159 -0.053
O -6.84855 -3.11330 -1.46297 -0.468
C -7.16039 -3.46759 -0.12274 -0.440
N -4.44087 -0.24219 -1.54627 0.371
H -6.74521 1.03495 -1.74896 0.354
H -7.88056 -0.28718 -1.78638 0.348
H -6.58662 -0.16815 -3.08359 0.224
H -5.96035 -0.65588 -0.08344 0.239
H -4.89066 -2.67605 -0.90987 0.206
H -5.40776 -2.37426 -2.65217 -0.013
H -7.52967 -4.47393 -0.18639 0.315
H -7.88902 -2.74827 0.28282 0.243
H -6.31322 -3.54183 0.53736 0.050
H -3.68797 -0.74577 -1.04113 -0.064
H -4.30820 -0.37187 -2.59458 -0.207
C -0.69339 4.29554 4.01263 -1.603
C 0.54307 4.47061 3.13467 0.739
C 0.65326 3.32524 2.14148 1.864
O 0.81953 2.01488 2.72279 0.589
C 1.96223 2.03013 3.56347 -0.341
N 0.55182 5.73215 2.45887 -0.538
H -0.61546 4.92742 4.85941 0.457
H -0.95395 3.30418 4.29132 0.060
H -1.56964 4.54994 3.42034 0.408
H 1.49434 4.43086 3.71763 0.472
H 1.56964 3.51248 1.55136 -1.917
H -0.25006 3.25144 1.53627 -0.424
H 1.74760 2.40832 4.54573 0.457
H 2.75528 2.66638 3.15920 0.308
H 2.36853 0.99140 3.71717 -0.752
H 0.57311 6.44829 3.14032 0.264
H -0.29604 5.88873 1.96724 0.261
C 0.48141 -3.39497 5.36816 -1.942
C 1.11199 -1.99783 5.50350 0.763
C 0.27637 -0.90122 4.88293 0.331
O -0.98928 -0.74111 5.41890 -0.388
C -1.42552 0.59699 5.28919 -0.699
N 1.21237 -1.67336 6.93730 -0.812
H -0.52976 -3.35625 5.83136 0.453
H 1.08253 -4.04747 5.94630 0.492
H 0.37566 -3.68437 4.34517 0.436
H 2.07359 -1.98243 5.02586 0.010
H 0.25037 -1.08697 3.78167 -0.477
H 0.86490 -0.02999 4.92390 0.197
H -0.70783 1.39589 5.48501 0.432
H -2.30587 0.64690 5.99626 0.375
H -1.75667 0.80359 4.23101 0.082
H 1.55535 -0.71972 6.89831 0.345
H 0.25015 -1.68524 7.25689 0.389
C 0.45918 -6.62109 -0.21076 -1.896
C 1.73785 -5.93930 -0.61434 2.077
C 2.58542 -5.55399 0.54367 -0.901
O 1.86760 -4.53149 1.27908 -0.106
C 2.67000 -4.08365 2.33566 0.043
N 2.51429 -6.65564 -1.62403 -0.720
H 0.70851 -7.58924 0.22039 0.468
H -0.13612 -6.87103 -1.08554 0.450
H -0.10619 -6.08987 0.52341 0.307
H 1.30791 -5.01890 -1.10587 -0.760
H 3.53169 -5.18085 0.14397 0.195
H 2.81944 -6.44794 1.21248 0.467
H 3.58266 -3.56481 1.89304 -0.082
H 3.01395 -4.99258 2.78657 0.611
H 2.09243 -3.46134 2.99007 -0.684
H 2.37760 -7.62772 -1.64600 0.259
H 2.21131 -6.42829 -2.55771 0.264
C -4.84865 -0.84068 -7.85604 -1.507
C -3.71165 -0.84954 -6.80420 0.239
C -3.82719 0.45971 -6.08032 -0.660
O -2.68770 0.61822 -5.25444 -0.250
C -2.73215 1.73770 -4.43039 -0.333
N -3.79522 -2.00188 -5.93567 -0.509
H -4.88667 -1.82976 -8.38372 0.343
H -4.73473 0.00688 -8.58733 0.394
H -5.80459 -0.59336 -7.43456 0.377
H -2.72367 -0.88124 -7.25452 0.260
H -4.67975 0.51951 -5.39279 0.351
H -3.87536 1.28184 -6.82233 0.300
H -3.05602 2.63898 -4.93390 0.444
H -1.75597 1.88867 -3.94132 -0.235
H -3.53078 1.62108 -3.67300 0.304
H -4.66559 -2.13264 -5.44339 0.266
H -2.99593 -2.08076 -5.30964 0.200
C 2.46152 3.91394 -2.93289 -1.022
C 1.30673 4.49591 -2.14480 0.348
C 0.05396 4.38611 -2.95306 -0.110
O 0.26699 5.20770 -4.15527 -0.358
C -0.85861 5.25522 -4.99445 -0.447
N 1.22425 3.89396 -0.83848 0.461
H 2.32810 2.80324 -2.95425 0.107
H 3.46315 4.09226 -2.47081 -0.014
H 2.57123 4.31910 -3.95771 0.429
H 1.60598 5.51863 -2.03394 0.218
H -0.82783 4.82075 -2.31671 0.362
H -0.20433 3.41529 -3.37378 -0.052
H -0.47399 5.63776 -5.89165 0.318
H -1.70855 5.81462 -4.50540 0.265
H -1.29667 4.29467 -5.11912 -0.020
H 0.44382 4.30431 -0.33876 0.098
H 2.05572 3.96286 -0.29575 -0.827
C 4.48930 5.96173 1.98978 -1.015
C 4.73563 5.93842 0.46053 0.092
C 5.14205 4.52081 0.07216 -1.139
O 3.96339 3.75143 0.32564 0.306
C 4.30944 2.34180 0.37773 -0.955
N 3.71587 6.57143 -0.34158 -0.563
H 5.12131 5.25874 2.51162 0.332
H 3.44556 5.75108 2.16179 0.008
H 4.74094 6.91212 2.44478 0.414
H 5.67849 6.49348 0.36779 0.495
H 5.96562 4.09547 0.61726 0.469
H 5.44072 4.49448 -0.96912 0.363
H 3.38394 1.81900 0.24778 -0.596
H 4.77728 2.16719 1.30856 0.878
H 4.93087 2.01770 -0.49312 0.476
H 3.64650 7.48856 0.10956 0.319
H 2.79614 6.12984 -0.21424 0.108
C 0.60919 -1.08505 1.05887 0.029
C 0.64076 -0.97310 -0.49350 1.381
C -0.75818 -0.54621 -0.98312 0.008
O -1.81210 -1.30704 -0.43037 0.293
C -1.75572 -2.63606 -0.88930 -0.477
N 1.74507 -0.05106 -0.84611 0.613
H -0.12590 -1.78380 1.46973 0.224
H 0.52013 -0.12522 1.57643 -0.523
H 1.60489 -1.46663 1.38416 0.045
H 0.91454 -1.92855 -0.76747 -0.811
H -0.80906 -0.55482 -2.11637 0.024
H -0.85401 0.52231 -0.74054 -0.837
H -0.95793 -3.22903 -0.44620 0.180
H -1.68691 -2.56438 -2.03475 0.057
H -2.62559 -3.29179 -0.55568 0.218
H 2.04176 -0.13788 -1.81583 0.265
H 1.54750 0.92282 -0.64442 -0.595
```

Output
Energy relative to the best compared isomer or geometry (same formula, charge and spin) = 45.9 kcal per mole
Orbital gap = 9.498 eV
Calculated total energy = -3463.0835 hartree
Spin multiplicity = 1
Molar mass = 1023.44 g mol⁻¹

=====

A structure of composition C40H45AsGeN4NiS. Source: the Open Molecules 2025 dataset; level of theory: ωB97M-V/def2-TZVPD.

Structure (XYZ):
```
93
Properties=species:S:1:pos:R:3:mulliken_charge:R:1
Ni -0.05870 -0.18480 -0.30498 -1.254
S -0.14890 -0.12477 1.99580 -0.473
C 1.57542 -0.07105 1.77767 0.322
C 2.50859 0.08967 2.80581 -0.765
C 3.84838 0.10830 2.48208 -0.448
C 4.24111 -0.02902 1.15026 -1.067
C 3.26136 -0.18812 0.19462 -0.310
N 1.95878 -0.21740 0.49842 0.779
H 2.16557 0.19139 3.82598 0.562
H 4.59229 0.23002 3.25912 0.413
H 5.28258 -0.01287 0.86307 0.511
H 3.51413 -0.30164 -0.85372 0.362
C -2.78095 -1.17745 -3.88989 -1.005
N -2.87928 -0.02296 -2.95449 1.122
C -4.16634 0.69334 -3.13030 -0.941
C -1.72281 0.95682 -3.06479 -0.767
C -0.40933 0.27326 -3.27794 0.760
C 0.14081 0.35995 -4.55963 -0.827
C 1.35358 -0.23500 -4.85457 -1.430
C 2.01263 -0.92630 -3.84920 -1.305
C 1.45882 -1.00554 -2.57948 0.951
C 0.23598 -0.41685 -2.24075 1.347
H -3.65337 -1.81076 -3.74227 0.338
H -1.86859 -1.72805 -3.68561 0.379
H -2.76037 -0.79607 -4.90891 0.406
H -2.83511 -0.37483 -1.98697 -0.721
H -4.20283 1.08050 -4.14624 0.386
H -4.21505 1.51578 -2.41959 0.303
H -4.98960 0.00402 -2.96866 0.371
H -1.75079 1.52815 -2.13506 -0.012
H -1.96578 1.61510 -3.89906 0.610
H -0.38446 0.91564 -5.33023 0.484
H 1.77759 -0.15576 -5.84658 0.402
H 2.96340 -1.40669 -4.04808 0.519
H 2.01126 -1.54744 -1.82751 0.336
C -5.19250 -0.06326 0.15027 -1.419
As -3.35912 0.55758 0.51074 1.016
C -3.36393 0.04374 2.39386 -1.332
C -3.76378 2.47207 0.71874 -1.414
H -5.85302 0.32709 0.92392 0.490
H -5.21848 -1.15219 0.18168 0.343
H -5.56293 0.27106 -0.81540 0.416
H -4.35217 0.23473 2.81046 0.512
H -2.61761 0.61618 2.93856 0.416
H -3.12088 -1.01364 2.49391 0.276
H -4.83982 2.63055 0.77742 0.478
H -3.36142 3.05215 -0.11174 0.318
H -3.31136 2.83525 1.64123 0.459
N 3.29394 4.44751 -3.17978 -0.485
C 2.53408 4.12241 -2.38212 -0.238
C 1.57505 3.71450 -1.39392 -0.045
C 1.04424 4.61866 -0.47881 -0.307
C 0.13480 4.14815 0.44916 -1.251
C -0.21002 2.80678 0.43004 -0.507
N 0.28309 1.93975 -0.45978 0.285
C 1.16767 2.38726 -1.35121 -0.057
H 1.34820 5.65654 -0.49687 0.541
H -0.29862 4.80506 1.18992 0.498
H -0.88289 2.39113 1.16648 0.591
H 1.57050 1.66678 -2.05204 0.513
C -2.52685 -2.70507 -0.46580 -2.040
Ge -0.56934 -2.55403 -0.23112 2.303
C -0.22942 -3.48999 1.47127 0.649
C 0.89858 -3.32196 2.27321 0.539
C 1.08064 -4.07008 3.42509 -1.095
C 0.12924 -5.00621 3.80664 -0.693
C -1.00013 -5.18603 3.02633 -0.751
C -1.17483 -4.43416 1.87013 -0.780
C 0.17924 -3.66920 -1.67765 0.351
C -0.67505 -4.08188 -2.66852 -0.256
C -0.24802 -4.90427 -3.73513 -1.206
C 1.04836 -5.31659 -3.79835 -1.047
C 1.97325 -4.92924 -2.79746 0.972
C 3.32805 -5.34300 -2.85631 -0.909
C 4.22374 -4.94967 -1.90596 -0.771
C 3.80292 -4.11738 -0.84634 -1.165
C 2.50163 -3.71401 -0.76435 0.580
C 1.54060 -4.10440 -1.72998 0.065
H -2.79525 -3.75369 -0.60390 0.667
H -2.90723 -2.16372 -1.33232 0.207
H -3.03156 -2.33961 0.42841 0.452
H 1.65316 -2.59074 2.01651 0.286
H 1.96755 -3.91996 4.02831 0.455
H 0.26955 -5.59138 4.70626 0.394
H -1.74888 -5.91410 3.31164 0.429
H -2.06742 -4.60522 1.27991 0.248
H -1.72162 -3.79661 -2.64018 0.365
H -0.95820 -5.21247 -4.49222 0.450
H 1.38972 -5.94930 -4.60898 0.411
H 3.64059 -5.97920 -3.67609 0.420
H 5.25522 -5.27243 -1.96070 0.417
H 4.51511 -3.80364 -0.09304 0.473
H 2.19547 -3.07213 0.04719 0.140
```

Output
Energy relative to the best compared isomer or geometry (same formula, charge and spin) = 2.2 kcal per mole
Orbital gap (spin up / spin down) = 7.391 / 7.544 eV
Calculated total energy = -7989.2299 hartree
Spin multiplicity = 2
Total charge = +1
Molar mass = 820.12 g mol⁻¹

=====

A structure of composition C16H44CuN4O4. Source: the Open Molecules 2025 dataset; level of theory: ωB97M-V/def2-TZVPD.

Structure (XYZ):
```
69
Properties=species:S:1:pos:R:3:mulliken_charge:R:1
Cu -0.24112 0.05973 -0.09638 0.968
C -0.54012 1.16117 4.03228 -1.875
C 0.47940 0.79695 2.94537 1.334
C 1.79238 0.48562 3.64054 -1.476
O 2.80627 0.35130 2.64219 -0.312
C 4.14164 0.41416 3.23006 -0.882
N 0.10909 -0.33714 2.17743 -0.176
H -0.50389 0.35720 4.76742 0.508
H -1.54065 1.24435 3.60788 0.406
H -0.29262 2.11565 4.49684 0.431
H 0.62060 1.64082 2.27006 -0.654
H 1.82913 -0.36671 4.31899 0.500
H 1.96049 1.36117 4.26764 0.594
H 4.88666 0.29573 2.44329 0.297
H 4.26622 -0.34522 4.00202 0.295
H 4.24497 1.42474 3.62523 0.339
H 0.66256 -1.14383 2.42846 0.239
H -0.72046 -0.71320 2.61393 0.272
C -4.63685 -0.10713 0.31920 -1.345
C -3.18812 0.26342 -0.02930 0.285
C -2.71380 1.61538 0.56371 -1.209
O -1.27753 1.78073 0.48318 0.460
C -0.78019 3.08578 0.92298 -1.266
N -2.33242 -0.83219 0.20028 -0.200
H -5.38289 0.65302 0.08748 0.413
H -4.72819 -0.40243 1.36445 0.397
H -4.78355 -0.96921 -0.33149 0.412
H -3.01474 0.45500 -1.08823 0.010
H -2.98498 1.75766 1.60980 0.391
H -3.22033 2.41986 0.03048 0.509
H 0.30836 3.03787 0.89360 0.315
H -0.96963 3.25351 1.98321 0.372
H -1.01937 3.95666 0.31269 0.346
H -2.66188 -1.57654 -0.39764 0.176
H -2.63833 -1.08626 1.12870 0.390
C 4.00419 0.27159 -0.66734 -1.396
C 2.61837 -0.13062 -0.86840 0.505
C 2.26514 -1.58794 -0.42764 -1.580
O 0.82278 -1.82239 -0.27884 0.711
C 0.59635 -3.23825 -0.15365 -1.210
N 1.80678 0.85687 -0.14801 -0.072
H 4.61201 -0.34946 -1.32533 0.448
H 4.47932 0.23021 0.31278 0.195
H 4.21609 1.28372 -1.01201 0.426
H 2.30587 -0.03325 -1.90809 0.151
H 2.77380 -1.85680 0.49815 0.491
H 2.74597 -2.20482 -1.18682 0.570
H 1.01570 -3.92270 -0.89106 0.366
H -0.47730 -3.42319 -0.18807 0.266
H 1.06300 -3.63201 0.74928 0.358
H 1.97808 1.72080 -0.64235 0.423
H 2.35687 0.92556 0.69626 0.174
C 0.20048 0.55672 -4.54491 -1.849
C -0.62964 0.05453 -3.39078 0.561
C -0.55562 -1.50581 -3.15996 -0.849
O -1.62156 -1.94786 -2.33188 -0.202
C -2.88534 -2.19130 -2.97335 -0.783
N -0.45514 0.90975 -2.22354 -0.373
H -0.18580 0.26066 -5.52022 0.450
H 1.24429 0.24711 -4.49285 0.339
H 0.13778 1.63120 -4.71709 0.504
H -1.63328 0.18712 -3.79477 0.139
H 0.38683 -1.62653 -2.62582 -0.231
H -0.55776 -2.08707 -4.08204 0.632
H -3.24859 -1.24185 -3.36666 0.327
H -3.57063 -2.62584 -2.24558 0.246
H -2.67038 -2.91260 -3.76178 0.365
H 0.20683 1.60799 -2.53072 0.277
H -1.28152 1.48906 -2.26358 0.358
```

Output
Orbital gap (spin up / spin down) = 10.649 / 7.968 eV
Calculated total energy = -2795.8710 hartree
Spin multiplicity = 2
Total charge = +2
Molar mass = 420.10 g mol⁻¹

=====

Q: Among the records above, which one has the lowest spin multiplicity?
A: C42H118N8O18

=====

Q: The highest molar mass belongs to which entry?
A: C42H118N8O18